[1]
Computed, not measured: a cluster of 2 separate species, C9H16N in total at a distorted geometry, with the ωB97M-V functional and the def2-TZVPD basis.

Structure (XYZ):
```
26
Properties=species:S:1:pos:R:3:forces:R:3
C 1.925220 0.067663 -0.081674 -1.36 0.90 -0.99
C 3.464948 0.234266 -0.172170 -1.95 1.47 1.94
C 2.470507 1.285002 -0.698960 2.48 -2.20 -2.25
C -1.588259 1.296519 -0.696771 -1.90 -1.30 -1.51
C -2.208962 0.522342 0.476210 -2.05 -1.58 0.12
C -1.536427 -0.158526 -0.639173 1.80 0.11 0.26
C -1.823259 0.797072 1.984161 -1.40 -0.79 -0.83
C -1.437745 -1.258447 -1.661687 -0.01 0.86 0.13
C 0.701775 -1.760100 0.884043 0.06 -0.15 1.38
N 0.869572 -0.502572 0.193251 3.33 -0.07 0.53
H 3.838382 0.381214 0.825602 0.00 0.28 0.49
H 4.132305 -0.354928 -0.696233 0.61 -1.33 -1.72
H 2.573538 1.289303 -1.807035 -0.92 -0.19 0.71
H 2.549834 2.246160 -0.324726 -0.58 1.62 1.37
H -2.064763 1.641466 -1.626749 -1.10 -0.06 0.55
H -0.829738 1.992011 -0.651898 2.34 1.14 1.23
H -3.317330 0.274123 0.497408 1.01 0.90 -0.37
H -2.375092 1.778293 2.019117 1.19 -0.69 1.03
H -0.716733 0.824126 2.066886 -0.76 0.38 0.49
H -2.344729 0.035147 2.752537 1.39 1.66 -1.93
H -1.252180 -2.214824 -1.141859 -0.66 0.10 -0.64
H -0.609913 -1.129566 -2.442381 -1.06 0.17 1.18
H -2.414824 -1.154836 -2.193337 0.60 -1.00 0.01
H -0.368709 -1.951594 0.978382 0.15 -0.07 0.19
H 1.206661 -1.651048 1.931168 -0.99 -0.42 -1.94
H 1.155910 -2.528265 0.225886 -0.21 0.27 0.57
```
Forces are in eV/Å.

Properties
Multiplicity ... 3
E ... -406.7118 a.u.
Total charge ... +1
Energy above the lowest of the compared OMol25 structures with the same formula, charge and spin ... 4.569 eV

---

[2]
Computed, not measured: the ion C9H16N2 with charge +2 at a distorted geometry, with the ωB97M-V functional and the def2-TZVPD basis.

Structure (XYZ):
```
27
Properties=species:S:1:pos:R:3:forces:R:3
C 0.582624 2.160859 0.750491 1.77 0.06 -1.61
C 1.385188 0.995173 0.799472 -0.02 2.09 0.36
C 1.054356 3.239896 0.088293 -2.48 -0.42 1.53
C -0.791411 1.880482 1.272820 1.76 -1.18 -1.03
C -1.297041 0.666334 0.467214 1.30 -0.82 3.64
C -0.456830 -1.695252 -0.392579 -0.71 0.98 1.00
C -0.332579 -1.118111 -1.778930 -1.32 -0.99 2.02
C -0.438515 -0.588504 0.705415 2.06 1.36 -2.24
C 2.020397 -1.079816 1.433748 -0.89 -2.73 -3.13
N 0.983358 -0.168841 0.950890 1.15 -0.91 -0.58
N -1.060098 -1.913925 -2.804967 4.31 2.89 -0.98
H 0.367731 4.039246 -0.077659 -0.35 0.62 -0.20
H 2.040226 3.438529 -0.134324 2.08 -0.13 -0.69
H -0.652918 1.875152 2.311203 -0.35 -1.09 1.80
H -1.198666 2.804285 1.139155 -2.51 2.15 -0.83
H -2.233090 0.291467 0.722474 -2.09 -0.02 0.68
H -1.354525 0.989372 -0.476587 -0.05 0.95 -3.82
H -1.283630 -2.346469 -0.048425 -0.66 0.45 -1.24
H 0.288016 -2.440120 -0.251624 1.47 -0.40 0.39
H -0.254750 -0.034401 -1.829077 -0.03 -0.36 -0.93
H -0.646600 -0.911217 1.651611 -1.20 -1.66 2.27
H 2.639912 -0.628782 2.083717 2.55 2.23 1.60
H 2.576274 -1.631280 0.599014 -0.86 0.89 1.20
H 1.561856 -1.745295 2.093146 -1.06 -1.73 0.67
H -1.718162 -2.496011 -2.416155 -1.90 -2.28 0.87
H -0.329846 -2.310673 -3.418244 -0.43 -1.10 0.37
H -1.451278 -1.272097 -3.440092 -1.55 1.14 -1.12
```
Forces are in eV/Å.

Properties
E ... -461.1939 a.u.
Total charge ... +2
Energy above the lowest of the compared OMol25 structures with the same formula, charge and spin ... 5.187 eV

---

[3]
Computed, not measured: a cluster of 4 separate species, C9H16N2O10S2 in total at a distorted geometry, with the ωB97M-V functional and the def2-TZVPD basis.

Structure (XYZ):
```
39
Properties=species:S:1:pos:R:3:forces:R:3
C 3.928964 -0.679326 2.141191 0.51 -0.71 0.57
N 4.198300 0.785960 2.109957 0.56 -0.19 0.10
O 3.794483 1.481900 3.016079 -0.33 -0.11 -0.11
O 4.909683 1.169581 1.200126 -0.30 0.16 -0.08
H 4.141613 -1.057486 3.141203 -0.16 0.41 0.14
H 4.665589 -1.141599 1.493976 -0.34 0.06 -0.40
H 2.900970 -0.938111 1.907597 -0.02 0.36 -0.26
O 4.511702 0.516393 -2.239048 -1.16 0.52 0.57
S 3.151387 0.537007 -1.781450 0.26 -0.37 -0.52
O 2.652104 -0.630653 -1.104039 0.28 1.11 -0.12
O 2.761931 1.880165 -0.985417 1.12 -0.76 0.15
C 1.982563 2.778984 -1.777597 -0.55 0.93 0.32
C 2.049918 2.280472 -3.207738 0.90 -0.86 0.44
O 2.163267 0.864369 -2.969713 -0.36 -1.01 -0.76
H 0.975075 2.744402 -1.357182 -0.04 0.01 -0.21
H 2.392184 3.780720 -1.650053 0.03 -0.08 -0.02
H 2.973162 2.556210 -3.722572 -0.21 0.44 -0.04
H 1.169172 2.432962 -3.820144 -0.03 0.13 0.11
O -4.444423 -1.958179 2.115057 0.52 -0.63 -0.60
S -3.681004 -2.660307 1.128003 0.04 -0.40 -1.86
O -2.372888 -3.189244 1.358661 -1.30 0.48 0.18
O -4.589408 -3.806523 0.383272 1.01 0.17 1.08
C -5.386150 -3.239338 -0.641533 -0.94 -0.17 -0.06
C -4.856481 -1.826128 -0.900804 -1.42 0.07 0.63
O -3.605600 -1.779311 -0.242850 0.57 0.21 0.38
H -5.368267 -3.838520 -1.552043 0.46 -0.32 0.27
H -6.413267 -3.258484 -0.273068 -0.04 0.31 -0.17
H -5.548126 -1.110211 -0.450880 0.20 0.16 0.10
H -4.856057 -1.616769 -1.966529 0.92 0.07 0.03
C -1.024677 1.693267 1.671741 0.56 1.09 0.54
C -1.564448 0.574404 1.043329 -0.80 -1.27 0.11
C -0.538244 -0.131976 0.472319 0.82 0.81 -0.66
N 0.593073 0.630313 0.642293 0.68 -0.11 0.65
C 0.334465 1.712959 1.439686 -0.96 -0.09 -0.24
H -1.551818 2.432606 2.255709 -0.04 -0.10 -0.01
H -2.588148 0.242300 1.119329 0.02 0.09 -0.14
H -0.428334 -1.022870 -0.122674 -0.46 -0.10 0.07
H 1.507586 0.386355 0.292718 -0.29 -0.17 0.08
H 1.060147 2.403706 1.833088 0.29 -0.13 -0.29
```
Forces are in eV/Å.

Properties
SMILES string ... C[N+](=O)[O-].O=S1(=O)OCCO1.O=S1(=O)OCCO1.c1cc[nH]c1
E ... -2010.6553 a.u.
Total charge ... 0
Energy above the lowest of the compared OMol25 structures with the same formula, charge and spin ... 0.169 eV

---

[4]
Computed, not measured: a structure of composition C9H16N2O2 at a distorted geometry, with the ωB97M-V functional and the def2-TZVPD basis.

Structure (XYZ):
```
29
Properties=species:S:1:pos:R:3:forces:R:3
C -1.191716 -1.321315 -1.244197 -0.09 0.63 2.63
C -2.318968 -1.151711 -0.310565 -2.17 -0.61 -1.09
C -2.176108 -1.584094 0.974139 -0.82 0.22 -1.49
C 0.288135 -1.769535 0.802786 0.28 0.57 1.71
C 0.998430 2.170814 -0.093216 -0.12 1.38 0.90
C -0.275871 1.632865 -0.688477 -3.50 -0.77 1.02
C 2.216738 1.643425 -0.875177 0.43 0.43 -0.62
C 1.108657 1.565067 1.351176 0.97 -1.13 -1.51
C 1.107870 3.752107 -0.018120 2.12 -0.59 3.30
H 0.839098 -1.356632 -1.062516 0.57 -0.02 -0.52
H -3.335176 -0.908681 -0.788761 1.68 -0.70 1.01
H -3.027278 -1.898414 1.615878 0.64 0.91 -0.44
H -0.990804 -1.897421 2.555661 0.91 -0.24 -1.82
H -0.401738 1.948860 -1.727320 -0.17 -0.07 0.10
H -0.265380 0.529450 -0.611334 0.43 1.52 -0.55
H -1.410144 1.749836 -0.102188 3.33 0.60 -1.32
H 3.097594 2.072927 -0.285281 -0.71 -1.56 -0.87
H 2.052610 0.549804 -0.960311 1.03 0.40 0.49
H 2.393399 1.959279 -1.956043 -0.74 0.14 1.31
H 2.040607 1.724073 1.931477 -0.48 0.26 -0.56
H 1.005358 0.478125 1.201374 0.45 0.32 0.24
H 0.255865 1.805033 1.914043 -1.11 0.83 0.92
H 0.788251 4.006577 1.331340 0.59 -0.06 -4.64
H 2.358235 3.777068 0.026297 -3.44 1.16 -0.26
H 0.613841 4.381098 -0.880957 1.03 -1.19 2.08
N 0.022424 -1.319150 -0.489822 1.29 -2.13 0.44
N -0.952917 -1.816829 1.506497 1.05 -0.68 2.39
O -1.157448 -1.367007 -2.431250 -0.19 0.03 -0.97
O 1.401963 -1.957351 1.342728 -3.25 0.37 -1.90
```
Forces are in eV/Å.

Properties
E ... -612.4302 a.u.
Total charge ... 0
Energy above the lowest of the compared OMol25 structures with the same formula, charge and spin ... 4.232 eV

---

[5]
Computed, not measured: the molecule C9H16N2O6 at a distorted geometry, with the ωB97M-V functional and the def2-TZVPD basis.

Structure (XYZ):
```
33
Properties=species:S:1:pos:R:3:forces:R:3
C 2.908256 -1.627431 1.856347 3.46 -2.22 -2.36
C 2.405034 -1.838443 0.421878 0.24 0.44 1.80
O 1.359657 -2.797493 0.505371 0.66 -0.94 -1.67
C 1.957229 -0.556397 -0.218319 0.99 0.04 -0.91
N 3.232862 0.266817 -0.254639 -1.73 -0.90 0.48
C 0.664483 0.024971 0.307719 0.95 4.06 1.69
O 0.651557 1.072428 1.025044 0.57 -1.86 -1.58
N -0.472558 -0.490901 -0.166122 -0.13 -2.13 0.24
C -1.745579 0.112815 0.219160 -1.83 0.02 -0.34
C -2.434062 0.709850 -1.152901 4.89 -0.33 -1.20
C -1.828469 2.080947 -1.929460 0.43 -0.04 2.32
C -1.719318 3.301932 -0.865573 -2.30 1.26 -2.94
O -2.451647 4.289528 -1.081003 2.17 -2.56 1.44
O -0.845988 3.230975 0.145224 -1.12 1.21 -0.44
C -2.787201 -1.061119 0.772088 2.27 3.07 -0.57
O -2.813993 -2.172297 0.338153 -0.50 0.14 0.55
O -3.509516 -0.462235 1.754116 -1.24 -2.57 -0.01
H 3.359819 -2.620548 2.244741 -0.98 1.53 -0.51
H 2.051931 -1.365695 2.362809 -1.37 1.06 1.88
H 3.765879 -0.935612 1.711221 -0.95 0.06 1.04
H 3.215249 -2.018962 -0.271142 0.39 -1.48 0.08
H 1.739344 -3.540497 -0.002322 -0.90 0.08 0.50
H 1.739881 -0.837147 -1.243928 -0.41 -0.02 -0.33
H 3.796136 -0.006962 -1.064861 -0.58 0.75 0.30
H 2.972725 1.226684 -0.166937 0.37 0.72 -0.37
H -0.360623 -1.532376 -0.282406 -0.80 1.29 -0.23
H -1.543317 0.889238 1.022798 -0.47 -1.09 -1.04
H -3.440209 0.986690 -1.133115 -1.73 -0.41 0.49
H -2.111749 -0.122688 -1.868612 -1.41 1.00 0.69
H -2.619349 2.300546 -2.686162 0.79 0.20 0.76
H -0.821470 2.066515 -2.458903 -1.14 -0.70 0.76
H -0.150624 2.581982 0.051869 0.30 -0.98 0.11
H -4.164368 -1.155114 2.107869 1.14 1.33 -0.61
```
Forces are in eV/Å.

Properties
SMILES string ... C[C@@H](O)[C@H](N)C(=O)N[C@@H](CCC(=O)O)C(=O)O
E ... -913.4548 a.u.
Total charge ... 0
Energy above the lowest of the compared OMol25 structures with the same formula, charge and spin ... 3.113 eV

---

[6]
Computed, not measured: a cluster of 2 separate species, C9H16N2OS in total at a distorted geometry, with the ωB97M-V functional and the def2-TZVPD basis.

Structure (XYZ):
```
29
Properties=species:S:1:pos:R:3:forces:R:3
C -3.621953 1.510184 0.268374 1.42 1.41 2.20
C -4.336444 0.375733 0.205049 1.29 0.85 -0.94
C -2.418581 0.023428 -0.908805 2.56 0.41 -1.75
C 3.543093 1.206219 0.772931 2.30 -2.99 0.79
C -4.162609 -1.772411 -1.007724 3.47 -1.43 1.70
C 3.396280 0.456240 -0.546233 0.87 0.57 -1.11
C 2.122571 -0.387802 -0.746510 2.50 -4.21 1.90
C 0.859809 0.294511 -0.703240 -3.04 -0.11 2.59
C 0.273507 0.670912 0.740321 1.00 -1.46 -0.89
N -2.400111 1.285526 -0.384875 -2.89 -0.68 0.68
N -3.573817 -0.499424 -0.564335 -2.08 0.39 0.33
O -0.077219 1.730613 1.140799 -0.03 1.34 -0.31
S 0.064431 -0.748492 1.842212 -0.18 -0.01 0.14
H -3.608056 2.322491 1.052632 -0.75 -0.73 -1.44
H -5.345570 0.269865 0.408697 -1.55 -0.65 0.74
H 4.615370 1.457058 0.936071 -0.69 0.30 -0.36
H 2.952267 2.047049 0.764587 -1.34 1.97 0.38
H 3.351586 0.548701 1.643406 -0.44 0.37 -0.33
H -5.247253 -1.632105 -1.024799 0.40 -0.64 -0.21
H -3.613070 -2.089817 -1.932519 -1.17 0.52 0.49
H -3.703833 -2.549087 -0.208688 -1.91 1.30 -1.64
H 3.553548 1.300289 -1.288228 -0.76 -1.10 0.10
H 4.262946 -0.203761 -0.774711 -0.47 0.28 0.53
H 2.228393 -1.002413 -1.664721 -0.10 0.56 0.29
H 2.126826 -1.244760 0.101468 0.24 1.70 -1.64
H 1.083540 1.137987 -1.215546 -0.23 3.43 -1.42
H -0.015338 -0.163384 -1.181003 0.32 -0.36 0.02
H -1.837738 2.109148 -0.511091 0.88 -0.78 -0.31
H -0.628305 -0.033469 2.777988 0.41 -0.26 -0.52
```
Forces are in eV/Å.

Properties
E ... -935.3595 a.u.
Total charge ... 0
Energy above the lowest of the compared OMol25 structures with the same formula, charge and spin ... 3.131 eV

---

> What is the formula in the fourth record?

C9H16N2O2

---

> Look up the total charge of the fifth one.

0

---

> The lowest energy above the lowest of the compared OMol25 structures with the same formula, charge and spin belongs to which entry?

C9H16N2O10S2